Record 1
Density functional theory data (wB97M-V/def2-TZVPD) for C41H75AgN2O13 as an isolated structure in a non-equilibrium geometry.

Element x y z (Å)
Ag 11.730 17.792 10.263
C 14.643 18.221 13.639
C 14.537 18.315 12.112
C 15.913 18.118 11.482
O 13.540 17.512 11.582
H 15.271 17.373 13.909
H 13.669 18.142 14.124
H 15.089 19.115 14.077
H 14.217 19.341 11.872
H 16.684 18.689 11.993
H 15.876 18.438 10.437
H 16.210 17.067 11.482
C 20.465 16.376 17.799
C 19.385 17.450 18.009
C 19.720 18.565 17.035
C 18.575 19.530 16.790
C 17.277 18.819 16.387
C 16.908 17.715 17.389
N 18.088 16.891 17.639
O 17.786 15.738 18.387
C 16.263 18.341 18.625
C 15.903 16.785 16.633
C 19.479 17.910 19.489
H 20.373 15.427 18.325
H 21.447 16.775 18.074
H 20.633 16.138 16.742
H 20.555 19.146 17.436
H 20.055 18.154 16.080
H 18.860 20.291 16.059
H 18.267 20.112 17.667
H 17.421 18.493 15.347
H 16.497 19.585 16.330
H 16.037 17.554 19.349
H 16.979 19.024 19.079
H 15.304 18.823 18.445
H 16.603 16.264 15.979
H 15.389 16.031 17.228
H 15.143 17.402 16.160
H 19.081 18.923 19.590
H 20.548 18.104 19.642
H 19.186 17.215 20.267
H 17.777 15.024 17.739
C 13.657 21.047 18.102
C 12.386 20.387 17.580
C 11.311 20.494 18.660
C 9.903 20.142 18.254
C 9.466 20.969 17.029
C 10.510 21.023 15.920
N 11.862 21.168 16.444
O 12.812 21.296 15.414
C 10.308 19.711 15.109
C 10.164 22.217 15.044
C 12.666 18.898 17.238
H 14.504 20.970 17.415
H 13.966 20.573 19.033
H 13.484 22.120 18.196
H 11.535 19.764 19.448
H 11.362 21.489 19.108
H 9.202 20.278 19.076
H 9.828 19.077 18.003
H 9.234 21.960 17.434
H 8.495 20.586 16.708
H 9.336 19.828 14.625
H 11.031 19.471 14.321
H 10.242 18.821 15.737
H 10.352 23.153 15.569
H 10.799 22.243 14.152
H 9.141 22.183 14.671
H 13.135 18.838 16.251
H 11.806 18.240 17.329
H 13.437 18.552 17.928
H 12.977 20.394 15.080
O 22.102 21.723 13.124
C 21.249 21.054 12.617
O 19.984 21.453 12.479
C 19.123 20.352 12.152
C 20.010 19.126 12.229
C 21.424 19.652 12.020
H 18.844 20.538 11.108
H 18.222 20.283 12.757
H 19.715 18.289 11.593
H 19.951 18.706 13.238
H 21.697 19.869 10.984
H 22.227 19.142 12.538
O 13.127 16.966 8.554
C 14.263 16.833 8.168
O 15.032 17.897 7.888
C 16.403 17.539 7.656
C 16.455 16.004 7.818
C 15.005 15.541 7.949
H 17.009 17.996 8.438
H 16.672 17.901 6.666
H 17.046 15.716 8.689
H 16.974 15.489 7.010
H 14.868 14.930 8.840
H 14.663 14.974 7.087
O 14.987 13.805 15.192
C 14.019 14.351 14.748
O 13.383 15.319 15.442
C 12.227 15.746 14.711
C 12.025 14.700 13.593
C 13.439 14.194 13.351
H 12.229 16.789 14.402
H 11.293 15.680 15.276
H 11.516 15.141 12.733
H 11.386 13.874 13.899
H 14.041 14.823 12.692
H 13.535 13.155 13.051
O 20.945 16.368 13.545
C 19.973 15.673 13.597
O 20.010 14.354 13.365
C 18.738 13.766 13.510
C 17.724 14.910 13.412
C 18.543 16.105 13.910
H 18.624 13.147 14.405
H 18.530 13.041 12.718
H 16.763 14.737 13.890
H 17.559 15.076 12.342
H 18.498 16.231 14.995
H 18.389 17.005 13.319
O 12.395 19.730 9.098
C 13.178 20.523 8.632
O 13.055 20.872 7.346
C 14.087 21.770 6.958
C 15.116 21.773 8.112
C 14.297 21.262 9.319
H 13.631 22.747 6.816
H 14.650 21.421 6.093
H 15.496 22.792 8.162
H 15.974 21.127 7.933
H 13.954 22.121 9.892
H 14.789 20.509 9.928

Calculated values
- energy relative to the best compared isomer or geometry (same formula, charge and spin) (eV) = 0.0000
- Kohn-Sham gap (spin up / spin down) (eV) = 6.052 / 3.955
- ⟨S²⟩ = 0.75
- calculated total energy (eV) = -77320.1917
- 2S+1 = 2
- charge = +1

Record 2
Density functional theory data (wB97M-V/def2-TZVPD) for a 9-piece molecular cluster, C41H75BBrF5N2O13P2S8 overall in a non-equilibrium geometry.

Element x y z (Å)
C 0.432 -3.551 -3.612
C -0.955 -3.757 -4.434
O -1.702 -4.833 -3.804
C -2.808 -4.353 -3.014
C -2.409 -3.299 -1.877
C -2.589 -1.741 -2.076
N -3.167 -1.229 -3.323
C -2.155 -0.812 -0.895
C -1.557 -1.416 0.438
C -1.341 -2.941 0.653
P -0.568 -3.546 2.260
C -1.849 -4.103 3.531
C 0.808 -4.814 1.989
C -1.805 -3.880 -0.540
P -1.582 -5.757 -0.222
O -0.806 -6.483 -1.566
Br -3.680 -6.697 -0.011
C -1.189 -0.323 1.571
O -1.474 -0.549 2.767
C -0.530 1.056 1.030
C 0.640 1.677 1.893
F 1.770 2.163 1.188
F 1.173 0.576 2.691
C 0.084 2.705 3.011
C -1.403 3.099 3.175
C -1.794 4.065 4.341
C -0.730 4.628 5.354
C 0.765 4.249 5.183
C 1.941 4.739 6.139
F 3.192 4.108 5.806
F 1.636 4.244 7.458
F 2.102 6.142 6.195
C 1.120 3.281 4.001
C -1.098 1.561 -0.164
B -0.595 2.968 -0.797
O 0.626 2.907 -1.608
N -1.230 4.303 -0.657
C -1.253 4.935 -2.044
C -2.674 4.232 -0.269
C -2.268 0.796 -0.986
O -3.169 1.384 -1.633
H 0.281 -2.825 -2.739
H 1.245 -3.195 -4.341
H 0.738 -4.574 -3.194
H -1.543 -2.790 -4.582
H -0.640 -4.127 -5.475
H -3.623 -3.993 -3.732
H -3.244 -5.270 -2.464
H -3.806 -0.435 -3.149
H -3.774 -1.945 -3.775
H -1.437 -3.859 4.575
H -2.808 -3.464 3.416
H -2.074 -5.225 3.482
H 1.630 -4.593 2.772
H 1.232 -4.696 0.919
H 0.376 -5.875 2.126
H -0.940 -7.466 -1.543
H -2.193 2.673 2.479
H -2.889 4.359 4.512
H -1.031 5.306 6.230
H 2.209 2.963 3.873
H 0.388 2.289 -2.348
H -1.836 4.268 -2.781
H -0.205 5.200 -2.419
H -1.806 5.943 -1.914
H -3.380 3.912 -1.116
H -2.991 5.315 0.000
H -2.818 3.621 0.683
C -5.581 1.647 7.460
S -4.360 2.964 7.283
O -3.960 3.014 5.841
C -3.040 2.119 8.180
H -6.489 1.946 6.934
H -5.198 0.722 7.025
H -5.809 1.501 8.517
H -2.814 1.165 7.701
H -3.349 1.957 9.214
H -2.151 2.752 8.164
C -1.601 -3.357 -9.630
S -1.532 -1.979 -8.465
O -0.632 -2.384 -7.342
C -3.233 -2.142 -7.881
H -0.620 -3.467 -10.092
H -1.860 -4.278 -9.104
H -2.342 -3.144 -10.403
H -3.391 -3.139 -7.463
H -3.921 -1.969 -8.710
H -3.406 -1.393 -7.106
C 3.391 -0.531 -0.238
S 3.017 -0.187 -1.971
O 2.804 -1.501 -2.654
C 4.672 0.389 -2.410
H 2.497 -0.942 0.233
H 4.204 -1.256 -0.169
H 3.670 0.396 0.266
H 5.406 -0.393 -2.207
H 4.910 1.286 -1.837
H 4.684 0.628 -3.474
C 3.287 0.624 5.863
S 4.499 -0.086 6.996
O 4.144 -1.525 7.189
C 3.934 0.811 8.458
H 3.428 0.174 4.880
H 2.276 0.413 6.216
H 3.443 1.702 5.792
H 2.883 0.588 8.651
H 4.069 1.883 8.303
H 4.534 0.492 9.312
C 8.589 1.200 -6.282
S 7.423 0.582 -5.050
O 6.471 1.693 -4.737
C 8.613 0.490 -3.695
H 8.048 1.369 -7.214
H 9.029 2.140 -5.943
H 9.371 0.457 -6.448
H 9.051 1.474 -3.515
H 9.394 -0.230 -3.944
H 8.089 0.158 -2.797
C -10.738 4.642 7.529
S -9.845 3.082 7.697
O -8.384 3.400 7.708
C -10.249 2.456 6.052
H -10.591 5.223 8.441
H -10.352 5.203 6.676
H -11.802 4.440 7.397
H -9.894 3.152 5.290
H -11.329 2.325 5.967
H -9.757 1.492 5.918
C 0.331 0.801 -6.053
S 0.442 2.240 -7.139
O -0.303 1.913 -8.394
C 2.204 2.070 -7.495
H -0.706 0.687 -5.734
H 0.645 -0.097 -6.588
H 0.963 0.956 -5.176
H 2.401 1.094 -7.942
H 2.775 2.184 -6.572
H 2.491 2.855 -8.197
C 5.112 -4.545 -2.554
S 6.342 -3.236 -2.726
O 6.753 -3.191 -4.162
C 7.650 -4.085 -1.814
H 4.210 -4.243 -3.088
H 5.494 -5.474 -2.983
H 4.876 -4.687 -1.498
H 7.875 -5.042 -2.288
H 7.332 -4.242 -0.782
H 8.542 -3.457 -1.825

Calculated values
- Kohn-Sham gap (eV) = 5.855
- calculated total energy (eV) = -262880.9812
- charge = 0